No. 1
Computed, not measured: a molecular structure, C35H52AsOOsP3S in a non-equilibrium geometry, with ωB97M-V with the def2-TZVPD basis set.

orbital gap (spin up / spin down): 6.4 / 3.6 eV
LUMO (spin up / spin down): -0.3778 / -0.5375 Eh
HOMO (spin up / spin down): -16.7 / -18.2 eV
energy relative to the best compared isomer or geometry (same formula, charge and spin): 208.7 kJ/mol
E_tot: -141149.186 eV
expectation value of S²: 6.030

ORCA input file:
```
! wB97M-V def2-TZVPD RIJCOSX def2/J DEFGRID3
* xyz 4 5
Os -0.100 -1.058 1.213
P -1.254 0.242 2.535
P 2.068 -0.908 1.697
P -0.375 -2.979 2.145
H -4.247 -5.106 -4.277
C -4.820 -5.661 -3.531
C -5.887 -5.065 -2.970
H -6.133 -4.016 -3.185
C -1.997 1.673 1.677
C -0.244 0.941 3.896
C -2.758 -0.524 3.264
C 3.098 -1.797 0.455
C 2.871 0.749 1.606
C 2.734 -1.429 3.344
C -1.958 -3.764 1.693
C -0.300 -3.124 3.984
C 0.769 -4.347 1.676
H -4.601 -6.745 -3.422
H -6.661 -5.650 -2.411
H -2.254 1.396 0.644
H -1.268 2.492 1.639
H -2.912 1.996 2.203
H 0.524 1.609 3.476
H 0.255 0.124 4.447
H -0.895 1.509 4.587
H -3.344 -1.012 2.469
H -3.382 0.258 3.728
H -2.487 -1.270 4.018
H 4.156 -1.841 0.763
H 3.034 -1.275 -0.511
H 2.721 -2.819 0.327
H 3.855 0.783 2.099
H 2.222 1.486 2.088
H 2.995 1.049 0.555
H 3.799 -1.170 3.450
H 2.628 -2.507 3.484
H 2.183 -0.919 4.143
H -2.036 -4.774 2.113
H -2.049 -3.843 0.601
H -2.812 -3.187 2.061
H 0.016 -4.142 4.260
H -1.276 -2.928 4.441
H 0.428 -2.425 4.408
H 0.446 -5.278 2.165
H 1.798 -4.134 1.989
H 0.753 -4.503 0.590
C -1.268 -2.176 -1.594
C -0.310 -3.204 -1.651
C -0.751 -4.447 -2.135
C -2.033 -4.584 -2.682
C -2.956 -3.539 -2.561
C -2.627 -2.391 -1.859
S -0.804 -0.476 -1.790
H -0.789 -0.516 -3.208
H 0.717 -2.989 -1.347
H -0.085 -5.312 -2.165
H -2.354 -5.497 -3.205
H -3.924 -3.622 -3.040
H -3.308 -1.547 -1.708
O 0.448 1.186 -0.107
As 0.830 2.686 -0.823
C 1.159 3.940 0.628
C 0.076 4.632 1.194
C 0.300 5.549 2.233
C 1.602 5.779 2.697
C 2.681 5.085 2.133
C 2.463 4.174 1.086
C 2.480 2.352 -1.763
C 2.871 1.050 -2.110
C 4.051 0.864 -2.841
C 4.811 1.964 -3.255
C 4.396 3.265 -2.930
C 3.231 3.462 -2.179
C -0.469 3.268 -2.134
C -1.026 2.377 -3.049
C -1.870 2.808 -4.074
C -2.131 4.171 -4.230
C -1.551 5.078 -3.332
C -0.727 4.642 -2.279
H -0.930 4.481 0.795
H -0.548 6.077 2.669
H 1.778 6.511 3.489
H 3.698 5.242 2.502
H 3.309 3.671 0.611
H 2.253 0.204 -1.807
H 4.381 -0.147 -3.084
H 5.718 1.821 -3.840
H 4.978 4.132 -3.248
H 2.908 4.470 -1.906
H -0.833 1.317 -2.924
H -2.332 2.070 -4.735
H -2.760 4.512 -5.052
H -1.750 6.146 -3.447
H -0.311 5.354 -1.566
*
```

These are the Löwdin partial charges, in e, on atoms 1 to 2:
1. Os 0.659
2. P 0.615

No. 2
Computed, not measured: a molecular structure, C35H52AsP3PtSe in a non-equilibrium geometry, with ωB97M-V with the def2-TZVPD basis set.

orbital gap (spin up / spin down): 8.2 / 3.1 eV
LUMO (spin up / spin down): -0.3730 / -0.5557 Eh
HOMO (spin up / spin down): -18.4 / -18.2 eV
energy relative to the best compared isomer or geometry (same formula, charge and spin): 142.6 kJ/mol
E_tot: -194393.777 eV
expectation value of S²: 6.036

ORCA input file:
```
! wB97M-V def2-TZVPD RIJCOSX def2/J DEFGRID3
* xyz 4 5
Pt 0.006 0.674 -0.688
P 0.332 2.627 0.819
P -2.221 0.819 -0.828
P 2.196 0.262 -1.115
H -1.471 -1.936 -4.628
C -0.703 -2.500 -4.081
C -0.359 -2.297 -2.810
H -0.693 -1.421 -2.247
C 0.479 4.129 -0.245
C -0.823 3.273 2.124
C 1.899 2.690 1.813
C -2.813 -0.236 -2.175
C -3.135 0.432 0.668
C -2.622 2.552 -1.184
C 2.232 -1.121 -2.274
C 3.310 -0.158 0.265
C 2.933 1.737 -1.872
H -0.243 -3.333 -4.644
H 0.344 -2.964 -2.293
H 0.508 5.054 0.360
H -0.382 4.178 -0.930
H 1.387 4.069 -0.857
H -0.353 4.104 2.677
H -1.087 2.477 2.838
H -1.756 3.645 1.693
H 1.848 3.471 2.598
H 2.768 2.895 1.169
H 2.052 1.719 2.307
H -3.862 -0.024 -2.375
H -2.692 -1.287 -1.900
H -2.233 -0.061 -3.092
H -4.190 0.694 0.523
H -2.736 0.983 1.531
H -3.044 -0.636 0.887
H -3.707 2.625 -1.258
H -2.150 2.876 -2.118
H -2.278 3.185 -0.367
H 3.228 -1.301 -2.673
H 1.537 -0.928 -3.101
H 1.891 -2.011 -1.731
H 4.326 -0.260 -0.135
H 3.001 -1.105 0.726
H 3.298 0.634 1.015
H 3.874 1.457 -2.351
H 3.146 2.483 -1.098
H 2.246 2.160 -2.617
C 0.038 2.461 -5.467
C -0.107 1.129 -5.030
C 0.401 0.077 -5.786
C 1.050 0.326 -6.992
C 1.281 1.646 -7.404
C 0.760 2.712 -6.657
Se -0.805 3.839 -4.480
H 0.509 4.350 -4.051
H -0.635 0.903 -4.095
H 0.259 -0.959 -5.461
H 1.353 -0.530 -7.589
H 1.848 1.815 -8.333
H 0.896 3.741 -7.000
C -1.943 1.282 5.959
C -0.603 1.444 5.623
C -0.077 0.777 4.519
C -0.873 -0.138 3.814
C -2.210 -0.337 4.186
C -2.735 0.359 5.284
As -0.124 -0.925 2.117
C 1.507 -1.952 2.682
C 1.865 -3.096 1.949
C 3.014 -3.803 2.312
C 3.772 -3.376 3.401
C 3.410 -2.247 4.128
C 2.290 -1.506 3.751
C -1.287 -2.504 1.991
C -1.541 -3.328 3.102
C -2.400 -4.435 2.959
C -2.972 -4.733 1.711
C -2.693 -3.926 0.595
C -1.814 -2.843 0.728
H -2.367 1.890 6.750
H 0.031 2.107 6.210
H 0.954 0.973 4.225
H -2.832 -1.040 3.633
H -3.762 0.203 5.615
H 1.234 -3.452 1.132
H 3.337 -4.676 1.747
H 4.692 -3.896 3.657
H 4.014 -1.926 4.970
H 2.019 -0.618 4.310
H -1.100 -3.089 4.078
H -2.626 -5.065 3.830
H -3.634 -5.599 1.590
H -3.134 -4.128 -0.389
H -1.548 -2.238 -0.150
*
```

These are the Löwdin partial charges, in e, on atoms 1 to 2:
1. Pt 0.395
2. P 0.727

No. 3
Computed, not measured: a molecular structure, C35H52BClHfN7OS3Si, with ωB97M-V with the def2-TZVPD basis set.

orbital gap: 6.7 eV
LUMO: -0.3513 Eh
HOMO: -16.3 eV
E_tot: -104489.026 eV

ORCA input file:
```
! wB97M-V def2-TZVPD RIJCOSX def2/J DEFGRID3
* xyz 3 1
Hf -0.033 -0.434 -1.385
C 4.725 -0.146 0.374
C 3.593 0.736 -0.069
C 3.779 2.006 -0.519
C 2.695 2.819 -0.946
N 1.465 2.366 -0.935
N 1.267 1.115 -0.478
B -0.599 2.282 1.769
N -1.029 3.188 0.719
N -0.787 4.473 1.132
C -1.289 5.430 0.404
C -2.019 5.118 -0.778
C -2.228 3.842 -1.200
C -3.048 3.544 -2.421
C -1.676 2.808 -0.398
S -2.069 1.158 -0.773
C -1.149 6.871 0.861
C -0.444 7.667 -0.251
C -0.352 6.964 2.158
C -2.563 7.429 1.085
N 0.139 2.543 3.057
N 0.744 3.583 3.628
C 1.225 3.325 4.830
C 1.069 2.041 5.428
C 0.466 0.971 4.806
C 0.315 -0.401 5.397
C 0.000 1.306 3.545
S -0.900 0.555 2.166
C 1.940 4.433 5.585
C 2.146 5.654 4.695
C 1.067 4.809 6.795
C 3.302 3.910 6.069
C 2.241 0.308 -0.072
S 1.659 -1.294 0.330
C 2.917 4.257 -1.393
C 1.789 4.728 -2.312
C 2.946 5.109 -0.115
C 4.255 4.393 -2.132
H 5.561 -0.068 -0.320
H 4.427 -1.189 0.446
H 5.086 0.169 1.355
H 4.785 2.407 -0.568
H -2.438 5.934 -1.354
H -3.272 4.461 -2.962
H -3.992 3.069 -2.144
H -2.523 2.861 -3.086
H 0.535 7.248 -0.485
H -0.297 8.694 0.086
H -1.032 7.711 -1.170
H 0.661 6.572 2.049
H -0.838 6.415 2.966
H -0.284 8.012 2.449
H -3.160 7.435 0.171
H -2.491 8.462 1.428
H -3.101 6.861 1.847
H 1.449 1.904 6.434
H 0.581 -0.402 6.452
H 0.966 -1.109 4.881
H -0.711 -0.756 5.300
H 1.198 6.090 4.380
H 2.724 5.412 3.800
H 2.696 6.406 5.261
H 0.088 5.178 6.482
H 1.559 5.601 7.361
H 0.920 3.967 7.476
H 3.903 3.522 5.243
H 3.207 3.131 6.828
H 3.856 4.731 6.524
H 0.812 4.646 -1.832
H 1.760 4.147 -3.238
H 1.959 5.772 -2.576
H 1.990 5.051 0.414
H 3.142 6.153 -0.366
H 3.736 4.782 0.568
H 4.357 3.654 -2.930
H 5.114 4.306 -1.465
H 4.312 5.381 -2.591
Cl -1.106 -6.288 -1.582
C -0.102 -4.970 -1.997
C 1.140 -5.159 -2.580
C 1.907 -4.045 -2.898
C 1.420 -2.791 -2.618
N 0.202 -2.612 -2.052
C -0.540 -3.686 -1.748
H 1.494 -6.162 -2.783
H 2.876 -4.155 -3.363
H 1.980 -1.903 -2.869
H -1.514 -3.522 -1.302
C -0.472 1.804 -5.096
Si -0.267 0.147 -4.381
C -1.888 -0.513 -3.607
C 0.419 -1.088 -5.531
O 0.713 0.235 -2.983
H -1.301 1.822 -5.810
H 0.435 2.084 -5.639
H -0.651 2.556 -4.325
H -2.288 -1.340 -4.196
H -2.651 0.257 -3.508
H -1.797 -0.957 -2.590
H -0.027 -0.970 -6.524
H 0.224 -2.110 -5.201
H 1.499 -0.954 -5.647
*
```

These are the Löwdin partial charges, in e, on atoms 1 to 2:
1. Hf 1.312
2. C -0.019

No. 4
Computed, not measured: a molecular structure, C35H52BrN3OP2Pt in a non-equilibrium geometry, with ωB97M-V with the def2-TZVPD basis set.

orbital gap (spin up / spin down): 5.3 / 5.0 eV
LUMO (spin up / spin down): -0.2657 / -0.2809 Eh
HOMO (spin up / spin down): -12.5 / -12.6 eV
energy relative to the best compared isomer or geometry (same formula, charge and spin): 148.4 kJ/mol
E_tot: -135504.563 eV
expectation value of S²: 2.025

ORCA input file:
```
! wB97M-V def2-TZVPD RIJCOSX def2/J DEFGRID3
* xyz 2 3
C 2.859 5.328 -2.245
C 1.648 5.033 -2.920
C 1.740 4.642 -4.280
C 2.995 4.333 -4.807
N 4.103 4.455 -4.091
C 4.068 4.986 -2.872
C 0.380 4.961 -2.234
C -0.674 4.691 -1.654
C -1.757 4.032 -1.018
C -1.809 4.046 0.402
C -1.855 2.814 1.047
C -1.872 1.632 0.267
C -2.387 1.698 -1.045
C -2.420 2.949 -1.665
Pt -0.917 -0.081 0.742
P 1.080 -0.223 -0.689
H 0.855 4.478 -4.892
H 2.887 5.728 -1.231
H 3.097 3.968 -5.835
H 5.032 5.139 -2.373
H -2.791 3.084 -2.677
H -1.669 4.963 0.959
H -2.692 0.796 -1.586
H -1.736 2.743 2.128
C 2.078 -1.804 -0.858
C 2.899 -2.077 -2.130
H 1.360 -2.622 -0.696
H 2.735 -1.844 0.022
H 3.276 -3.115 -2.124
H 2.315 -1.957 -3.053
H 3.800 -1.450 -2.226
C 0.723 0.476 -2.373
C 1.896 0.831 -3.300
H 0.136 1.390 -2.184
H 0.046 -0.240 -2.870
H 1.525 1.100 -4.299
H 2.466 1.699 -2.946
H 2.600 0.003 -3.450
C 2.342 0.984 -0.056
C 3.796 0.657 -0.415
H 2.250 1.030 1.037
H 2.059 1.982 -0.436
H 4.487 1.362 0.066
H 4.086 -0.346 -0.077
H 3.967 0.714 -1.498
Br -0.955 -2.595 0.594
P -2.581 -2.131 -2.769
C -1.076 -2.925 -3.403
C -1.492 -4.251 -4.024
H -0.378 -3.103 -2.555
H -0.547 -2.260 -4.112
H -0.624 -4.706 -4.511
H -1.842 -4.941 -3.245
H -2.283 -4.128 -4.773
C -3.795 -3.143 -1.918
C -5.024 -3.392 -2.785
H -4.111 -2.613 -0.999
H -3.348 -4.088 -1.576
H -5.668 -4.115 -2.271
H -5.614 -2.480 -2.945
H -4.749 -3.809 -3.758
C -3.314 -0.913 -3.860
C -3.458 -1.354 -5.306
H -2.685 -0.002 -3.796
H -4.300 -0.655 -3.436
H -3.959 -0.531 -5.825
H -2.486 -1.528 -5.781
H -4.082 -2.247 -5.420
C 0.008 -3.841 6.974
C 0.825 -2.641 7.398
N 0.571 -1.482 6.510
C -0.731 -0.779 6.711
C -0.546 0.265 7.775
C 1.271 -1.489 5.333
O 2.002 -2.407 4.963
C 1.010 -0.293 4.476
C 1.537 0.995 4.687
C 1.144 1.997 3.813
C 0.524 1.642 2.627
N 0.059 0.386 2.453
C 0.201 -0.580 3.394
H -1.059 -3.588 6.943
H 0.170 -4.658 7.686
H 0.341 -4.168 5.981
H 0.598 -2.313 8.415
H 1.897 -2.866 7.310
H -1.032 -0.329 5.764
H -1.490 -1.523 6.979
H 0.275 0.928 7.491
H -1.453 0.855 7.889
H -0.293 -0.209 8.726
H 2.210 1.191 5.520
H 1.286 3.047 4.018
H 0.378 2.344 1.820
H -0.336 -1.539 3.253
*
```

These are the Löwdin partial charges, in e, on atoms 1 to 2:
1. C -0.009
2. C -0.227

No. 5
Computed, not measured: a molecular structure, C35H52F10N2O6S in a non-equilibrium geometry, with ωB97M-V with the def2-TZVPD basis set.

orbital gap: 8.3 eV
LUMO: -0.0145 Eh
HOMO: -8.7 eV
E_tot: -90414.830 eV

ORCA input file:
```
! wB97M-V def2-TZVPD RIJCOSX def2/J DEFGRID3
* xyz 0 1
C 1.487 -0.999 0.284
C 2.946 -0.744 -0.153
C 3.621 0.203 0.849
C 5.140 0.355 0.627
C 5.611 1.766 0.324
C 5.429 2.787 1.469
C 4.772 4.096 1.014
C 3.265 3.892 0.749
C 2.415 5.172 0.932
C 1.094 4.850 1.648
C -0.099 5.694 1.195
C -1.278 5.477 2.148
C -2.513 6.277 1.751
C -3.347 5.589 0.642
C -4.478 4.758 1.236
C -5.626 4.326 0.344
C -6.649 3.585 0.906
C -6.624 3.183 2.366
C -7.449 1.958 2.714
F -8.709 2.339 3.158
C -7.778 3.197 0.126
C -7.918 3.490 -1.196
C -6.887 4.225 -1.842
N -6.832 4.618 -3.107
S -5.437 5.405 -3.281
N -4.865 5.292 -1.800
C -5.752 4.625 -1.055
H 1.406 -1.908 0.865
H 0.793 -0.976 -0.543
H 1.188 -0.185 0.945
H 3.487 -1.682 -0.225
H 2.898 -0.212 -1.102
H 3.082 1.143 0.800
H 3.460 -0.239 1.834
H 5.664 -0.082 1.473
H 5.392 -0.257 -0.240
H 5.178 2.164 -0.593
H 6.682 1.702 0.133
H 6.402 3.018 1.903
H 4.828 2.355 2.270
H 5.231 4.388 0.070
H 4.900 4.866 1.768
H 3.100 3.477 -0.241
H 2.927 3.205 1.519
H 2.986 5.883 1.522
H 2.179 5.615 -0.034
H 1.220 4.934 2.728
H 0.829 3.811 1.455
H 0.145 6.752 1.111
H -0.381 5.321 0.209
H -1.478 4.406 2.164
H -0.938 5.822 3.124
H -3.173 6.422 2.606
H -2.202 7.251 1.378
H -2.684 4.937 0.076
H -3.704 6.363 -0.021
H -4.905 5.338 2.057
H -4.058 3.873 1.710
H -6.987 4.001 2.987
H -5.601 2.947 2.644
H -6.977 1.382 3.505
H -7.582 1.287 1.869
H -8.573 2.627 0.579
H -8.780 3.187 -1.769
C -3.660 -5.676 -0.643
C -3.343 -4.375 -1.346
O -1.987 -3.951 -1.088
C -1.050 -4.548 -1.806
O -1.219 -5.395 -2.633
C 0.326 -3.962 -1.457
F 0.499 -3.867 -0.132
F 0.456 -2.737 -1.987
F 1.307 -4.719 -1.940
H -3.461 -5.589 0.426
H -4.708 -5.935 -0.787
H -3.049 -6.491 -1.028
H -3.972 -3.573 -0.967
H -3.508 -4.448 -2.420
C -2.613 -7.214 -6.680
C -2.494 -8.040 -5.417
O -3.680 -7.928 -4.604
C -4.713 -8.672 -4.963
O -4.770 -9.428 -5.886
C -5.866 -8.457 -3.967
F -6.053 -7.154 -3.712
F -5.590 -9.069 -2.806
F -7.001 -8.956 -4.442
H -2.845 -6.177 -6.434
H -1.678 -7.244 -7.238
H -3.411 -7.588 -7.321
H -1.682 -7.665 -4.797
H -2.289 -9.087 -5.638
C 10.062 -4.066 2.325
C 9.387 -3.373 3.488
O 9.643 -1.955 3.474
C 8.901 -1.238 2.644
O 8.047 -1.650 1.917
C 9.272 0.248 2.786
F 10.599 0.417 2.792
F 8.791 0.734 3.939
F 8.768 0.971 1.791
H 11.130 -3.847 2.319
H 9.923 -5.144 2.397
H 9.651 -3.729 1.374
H 9.793 -3.730 4.432
H 8.313 -3.554 3.498
*
```

These are the Löwdin partial charges, in e, on atoms 1 to 2:
1. C -0.113
2. C -0.246

> Among the records above, which one has the highest E_tot?

C35H52F10N2O6S

> E_tot of number 2 (C35H52AsP3PtSe)?

-194393.777 eV

> The lowest E_tot belongs to which entry?

C35H52AsP3PtSe